Record 1
Formula: C4H12N2O
Source: the OMol25 dataset
Level of theory: ωB97M-V/def2-TZVPD

For the molecular weight, the calculation gives 104.15 g mol⁻¹. The structure (SMILES) is CCC/N=C/N.O. The HOMO-LUMO gap comes out at 9.47 eV. The calculation puts the LUMO energy at 0.9 eV. The HOMO energy comes out at -0.314 Eh. The calculation puts the energy above the lowest of the compared OMol25 structures with the same formula, charge and spin at 70.9 kcal/mol. The calculation puts the max |F| at 3.29 eV Å⁻¹.

Geometry as ORCA input:
```
! RIJCOSX wB97M-V def2-TZVPD def2/J DEFGRID3
* xyz 0 1
C 1.556 -2.155 -0.440
C 0.805 -0.803 -0.891
C -0.761 -0.759 -0.656
N -1.444 0.474 -0.420
C -1.591 1.398 -1.275
N -1.524 2.729 -0.873
H 1.459 -3.048 -1.135
H 1.294 -2.378 0.639
H 2.624 -1.915 -0.338
H 1.055 -0.593 -1.973
H 1.491 0.040 -0.466
H -1.234 -1.207 -1.537
H -0.857 -1.622 0.039
H -2.018 1.310 -2.241
H -2.079 3.501 -1.173
H -0.796 3.029 -0.326
O 2.043 -0.637 3.776
H 2.008 0.336 3.880
H 1.437 -0.874 3.045
*
```

Record 2
Formula: C11H11PS
Source: the OMol25 dataset
Level of theory: ωB97M-V/def2-TZVPD

For the molecular weight, the calculation gives 206.25 g mol⁻¹. As for the expectation value of S²: 2.04. The HOMO-LUMO gap (spin up / spin down) comes out at 7.86 / 7.40 eV. The calculation puts the LUMO energy (spin up / spin down) at 0.8 / -1.4 eV. The HOMO energy (spin up / spin down) comes out at -0.258 / -0.323 Eh. The calculation puts the energy above the lowest of the compared OMol25 structures with the same formula, charge and spin at 12.6 kcal/mol. The calculation puts the max |F| at 4.56 eV Å⁻¹.

Geometry as ORCA input:
```
! RIJCOSX wB97M-V def2-TZVPD def2/J DEFGRID3
* xyz 0 3
C 2.869 -1.895 -1.418
C 1.913 -1.852 -2.465
C 2.833 -0.915 -0.289
C -2.430 0.988 3.805
C 0.977 -0.863 -2.386
C 1.747 -0.079 -0.231
C -2.387 1.397 2.413
C -1.229 0.391 4.236
C 0.802 -0.033 -1.271
C -1.194 1.041 1.916
C -1.662 0.809 -2.465
P -0.255 1.307 -1.363
S -0.082 0.360 3.002
H 3.574 -2.749 -1.413
H 2.169 -2.364 -3.462
H 3.586 -0.959 0.522
H -3.362 1.231 4.383
H 0.258 -0.856 -3.159
H 1.677 0.679 0.579
H -3.080 1.834 1.799
H -0.820 0.108 5.167
H -2.356 0.308 -1.829
H -1.385 0.320 -3.298
H -2.161 1.793 -2.775
*
```

Record 3
Formula: C3H4ClNS
Source: the OMol25 dataset
Level of theory: ωB97M-V/def2-TZVPD

For the molecular weight, the calculation gives 121.59 g mol⁻¹. The structure (SMILES) is N#CCSCCl. The HOMO-LUMO gap comes out at 9.93 eV. The calculation puts the LUMO energy at 0.5 eV. The HOMO energy comes out at -0.345 Eh. The calculation puts the energy above the lowest of the compared OMol25 structures with the same formula, charge and spin at 24.0 kcal/mol. The calculation puts the max |F| at 2.45 eV Å⁻¹.

Geometry as ORCA input:
```
! RIJCOSX wB97M-V def2-TZVPD def2/J DEFGRID3
* xyz 0 1
N -1.521 1.256 -0.161
C -1.372 0.133 -0.354
C -0.668 -1.093 -0.702
S 1.095 -0.715 -0.329
C 1.144 0.768 0.632
Cl 0.432 0.518 2.255
H -0.750 -2.101 -0.289
H -0.948 -1.273 -1.796
H 0.419 1.402 0.017
H 2.169 1.105 0.727
*
```

Record 4
Formula: C6H17N2O
Source: the OMol25 dataset
Level of theory: ωB97M-V/def2-TZVPD

For the molecular weight, the calculation gives 133.21 g mol⁻¹. The HOMO-LUMO gap comes out at 7.71 eV. The calculation puts the LUMO energy at -3.2 eV. The HOMO energy comes out at -0.401 Eh. The calculation puts the energy above the lowest of the compared OMol25 structures with the same formula, charge and spin at 46.6 kcal/mol. The calculation puts the max |F| at 2.15 eV Å⁻¹.

Geometry as ORCA input:
```
! RIJCOSX wB97M-V def2-TZVPD def2/J DEFGRID3
* xyz 1 1
C -0.066 1.511 -0.877
C -0.406 0.042 -0.793
C 0.884 -0.773 -0.637
C 1.557 -0.725 0.699
C 0.934 -0.491 1.855
N 1.528 -0.430 3.095
C 0.999 0.499 4.083
N -0.993 -0.366 -2.129
H 0.553 1.679 0.006
H -0.889 2.221 -0.804
H 0.518 1.846 -1.732
H -1.102 -0.265 -0.021
H 1.575 -0.653 -1.481
H 0.590 -1.815 -0.888
H 2.591 -1.045 0.639
H -0.143 -0.580 1.976
H 2.532 -0.487 3.128
H 1.527 1.419 4.338
H -0.052 0.717 3.922
H 1.029 -0.035 5.040
H -1.206 -1.358 -2.221
H -0.303 -0.199 -2.862
H -1.794 0.197 -2.347
H -2.798 -0.348 -4.569
H -3.907 0.030 -3.714
O -3.158 -0.591 -3.705
*
```